Entry from the OMol25 dataset: a molecular structure, C24H24N5O3S3V (ωB97M-V/def2-TZVPD).

The geometry in XYZ format:
```
60
Properties=species:S:1:pos:R:3:forces:R:3
V -0.3115 0.3324 0.6035 0.3371 -0.5132 -0.0633
O -3.7870 2.5799 0.9067 -0.0951 0.0305 0.0146
C -2.8076 1.8818 1.0435 0.1507 0.0417 -0.1069
N -1.6498 1.8569 0.3251 -0.0617 0.1342 -0.0534
C -1.2421 2.8988 -0.4664 -0.0373 -0.1612 0.1594
O -1.8958 3.6603 -1.1352 0.0077 0.0981 -0.0626
C 0.2716 3.0551 -0.3641 0.0289 -0.2515 0.0919
C 0.8864 4.1051 -1.0173 -0.0032 0.0628 -0.0104
C 2.2460 4.2974 -0.8468 0.0697 0.0278 0.0078
C 2.9403 3.4325 -0.0153 0.0365 0.0578 -0.0359
C 2.2534 2.3949 0.5883 -0.1937 -0.0718 -0.0177
N 0.9440 2.1791 0.4167 0.0660 0.4083 -0.0865
C -2.7229 0.9098 2.2086 0.2664 -0.0927 0.0830
C -3.7899 0.7692 3.0745 -0.1105 0.0165 -0.0395
C -3.6689 -0.0853 4.1554 -0.0680 -0.0110 0.0684
C -2.4728 -0.7576 4.3478 0.0153 -0.0092 0.0634
C -1.4457 -0.5561 3.4465 0.0197 0.1732 -0.2194
N -1.5570 0.2564 2.3865 -0.2189 -0.0420 0.2372
H 0.2724 4.7562 -1.6245 0.0087 -0.0099 0.0031
H 2.7530 5.1182 -1.3370 0.0023 -0.0072 0.0030
H 3.9980 3.5561 0.1734 -0.0168 0.0069 -0.0032
H 2.7716 1.7122 1.2448 0.0036 -0.0509 0.0059
H -4.6857 1.3419 2.8776 0.0000 -0.0115 -0.0043
H -4.4914 -0.2197 4.8460 0.0129 0.0093 -0.0104
H -2.3282 -1.4215 5.1884 -0.0027 -0.0002 -0.0049
H -0.4924 -1.0538 3.5726 0.0161 -0.0301 -0.0356
C -3.4721 -0.2399 -1.2604 0.0388 -0.0766 0.0339
C -2.7321 -1.4064 -0.6888 0.0570 0.0303 -0.0486
N -1.5974 -1.3551 -0.0382 0.0135 -0.0548 0.0511
C -1.1594 -2.6146 0.3279 0.1928 0.2984 0.1644
C -1.9887 -3.6269 -0.0156 -0.0120 -0.1469 -0.0988
S -3.3283 -3.0034 -0.8632 -0.1573 -0.0209 -0.0225
C 0.1350 -2.7140 1.0155 -0.1814 0.3341 -0.0360
C 0.7196 -3.8401 1.4854 0.0874 -0.1719 -0.0317
S 2.2156 -3.4585 2.2040 0.0764 -0.1054 0.1818
C 1.9768 -1.8026 1.8753 -0.0277 0.0156 -0.1019
N 0.8603 -1.5485 1.2392 -0.2394 0.0260 -0.0540
C 2.9815 -0.7792 2.2862 -0.0540 -0.0017 -0.0504
H -2.7725 0.5295 -1.5779 0.0082 -0.0058 -0.0034
H -4.1411 0.2023 -0.5202 0.0123 -0.0060 0.0084
H -4.0767 -0.5504 -2.1107 -0.0025 -0.0206 0.0036
H -1.8711 -4.6830 0.1639 0.0050 0.0209 -0.0207
H 0.3500 -4.8515 1.4445 0.0203 0.0138 -0.0104
H 3.7442 -1.2109 2.9306 -0.0077 -0.0126 0.0072
H 2.4893 0.0306 2.8253 -0.0104 0.0134 -0.0106
H 3.4727 -0.3691 1.4036 0.0132 0.0229 -0.0202
O 0.4643 0.0908 -1.4118 0.1128 -0.0357 -0.0518
S 1.9260 -0.1946 -1.7315 -0.1187 0.0509 0.2139
C 2.2369 0.6824 -3.2895 -0.0258 0.0327 -0.0430
C 2.6135 -0.3603 -4.3379 -0.0262 -0.0002 0.0022
C 1.7666 -1.5903 -4.0212 0.0606 -0.0378 -0.0249
C 1.9536 -1.8241 -2.5276 -0.1020 0.0103 0.0065
H 2.9825 1.4570 -3.1228 0.0083 -0.0008 0.0018
H 1.2707 1.1478 -3.4976 0.0310 0.0161 -0.0202
H 3.6746 -0.6092 -4.2660 -0.0006 0.0120 0.0035
H 2.4365 0.0239 -5.3414 -0.0161 0.0040 -0.0055
H 2.0773 -2.4616 -4.5963 -0.0167 -0.0075 -0.0024
H 0.7157 -1.3978 -4.2435 -0.0067 0.0172 0.0134
H 2.9217 -2.2734 -2.2990 0.0137 0.0167 -0.0143
H 1.1663 -2.3990 -2.0397 0.0203 -0.0349 -0.0044
```
Forces are in eV/Å.

The LUMO energy (alpha / beta) comes out at -2.50 / -2.53 eV. The spin multiplicity is 4. The HOMO-LUMO gap (alpha / beta) is 7.265 / 8.938 eV. The total charge is +1.

Atomic partial charges in e from the natural (NBO) method, atoms 1 to 5: 1.19, -0.56, 0.63, -0.81, 0.65